C21H24AuN3O2S3SbSe4 | ωB97M-V/def2-TZVPD

CARTESIAN COORDINATES (ANGSTROEM)
Au (2.023, 0.092, 0.595)
S (0.414, 1.748, 1.258)
C (-1.062, 0.910, 1.128)
N (-2.201, 1.579, 1.260)
C (-3.454, 0.866, 1.405)
C (-3.452, -0.362, 0.512)
N (-2.269, -1.154, 0.779)
C (-2.356, -2.599, 0.684)
C (-1.870, -3.116, -0.653)
C (-2.506, -2.728, -1.825)
C (-2.052, -3.187, -3.048)
C (-0.960, -4.038, -3.111)
C (-0.335, -4.440, -1.944)
C (-0.788, -3.980, -0.721)
C (-1.103, -0.533, 0.938)
S (0.326, -1.448, 0.935)
C (-2.298, 3.026, 1.270)
C (-3.072, 3.469, 0.050)
C (-4.277, 4.148, 0.167)
C (-4.961, 4.547, -0.968)
C (-4.457, 4.257, -2.224)
C (-3.264, 3.562, -2.346)
C (-2.575, 3.170, -1.213)
H (-4.266, 1.536, 1.116)
H (-3.583, 0.584, 2.458)
H (-3.457, -0.045, -0.540)
H (-4.339, -0.968, 0.702)
H (-3.401, -2.873, 0.839)
H (-1.751, -3.036, 1.484)
H (-3.372, -2.083, -1.789)
H (-2.555, -2.884, -3.954)
H (-0.609, -4.398, -4.065)
H (0.510, -5.114, -1.974)
H (-0.301, -4.310, 0.187)
H (-1.296, 3.457, 1.262)
H (-2.802, 3.343, 2.186)
H (-4.665, 4.391, 1.146)
H (-5.888, 5.088, -0.868)
H (-4.985, 4.584, -3.106)
H (-2.867, 3.332, -3.322)
H (-1.633, 2.646, -1.308)
O (5.153, 3.018, 0.328)
S (4.063, 2.332, -0.316)
N (3.479, 1.310, 0.638)
Se (6.078, -3.778, 0.357)
Sb (3.718, -3.168, 0.794)
Se (2.419, -5.196, 0.238)
Se (3.122, -2.534, 3.104)
Se (3.128, -1.332, -0.951)
C (6.785, 0.373, 2.506)
C (6.168, -0.158, 1.257)
C (6.794, 0.277, -0.028)
O (5.212, -0.915, 1.283)
H (7.869, 0.364, 2.433)
H (6.454, -0.195, 3.372)
H (6.474, 1.409, 2.636)
H (7.801, -0.131, -0.086)
H (6.873, 1.361, -0.059)
H (6.222, -0.076, -0.884)

Cartesian forces, eV/Å:
Au -2.04 -0.05 0.27
S -0.12 -0.14 0.11
C -0.02 2.10 0.21
N 0.77 -0.91 -0.14
C -0.55 -0.59 -0.05
C -0.52 0.71 0.08
N 0.64 0.83 0.40
C 0.15 -0.79 -0.32
C -0.01 -0.04 -0.05
C 0.03 0.01 0.00
C -0.07 0.11 -0.07
C -0.01 -0.02 0.01
C 0.07 -0.17 -0.03
C -0.17 -0.08 0.13
C 0.16 -1.96 -0.14
S -0.56 -0.15 -0.07
C 0.00 0.76 -0.04
C -0.03 0.03 0.02
C 0.19 0.00 0.08
C -0.11 0.05 -0.06
C -0.03 0.04 0.02
C 0.04 -0.06 -0.02
C 0.01 0.03 0.05
H 0.10 -0.10 0.02
H 0.00 0.06 -0.10
H -0.03 -0.13 0.12
H 0.12 0.07 -0.01
H 0.09 0.08 0.11
H -0.13 0.03 0.01
H -0.14 0.10 -0.03
H -0.06 0.02 -0.10
H 0.04 -0.03 -0.10
H 0.01 0.05 -0.02
H 0.08 0.03 0.01
H -0.16 -0.08 0.08
H 0.03 -0.06 0.01
H -0.06 0.01 0.12
H -0.10 0.06 0.00
H -0.07 0.00 -0.09
H 0.05 0.00 -0.12
H 0.13 -0.07 -0.04
O 0.53 0.68 -0.21
S -0.63 -0.99 0.82
N 1.37 1.61 -0.59
Se -0.09 0.03 0.08
Sb -0.68 -0.92 -1.21
Se 0.84 0.97 0.61
Se 0.06 0.06 -0.08
Se 0.47 -1.10 -0.05
C -0.14 -0.02 0.31
C 0.02 -0.07 -0.01
C -0.13 -0.12 -0.33
O 0.37 -0.02 0.39
H 0.11 0.02 0.00
H 0.01 -0.04 0.00
H -0.02 0.14 -0.08
H 0.15 -0.02 0.01
H 0.12 0.08 0.08
H -0.04 -0.05 0.04

The orbital gap (alpha / beta) is 5.133 / 4.973 eV. The highest occupied orbital energy (alpha / beta) comes out at -0.3799 / -0.3742 Eh. As for the LUMO energy (alpha / beta): -5.2 / -5.2 eV. The energy above the lowest of the compared OMol25 structures with the same formula, charge and spin is 18.1 kcal/mol. The molar mass comes out at 1081.2 g/mol. The spin multiplicity is 3. The charge is +1.